Entry 1:
Entry from the Open Molecules 2025 dataset: a cluster of 11 separate species, C28H59BBrCl20O7P in total (wB97M-V/def2-TZVPD).

Structure (SMILES) ... CC(C)CCO[P@](=O)(OCCCBr)OOB(O)O.ClCCCl.ClCCCl.ClCCCl.ClCCCl.ClCCCl.ClCCCl.ClCCCl.ClCCCl.ClCCCl.ClCCCl
Highest occupied orbital energy ... -9.39 eV
E_tot ... -374788.5689 eV
Total charge ... 0
Kohn-Sham gap ... 9.680 eV

Element x y z (Å)
C (2.468, 2.121, 1.739)
C (3.463, 1.424, 0.791)
C (3.369, -0.110, 0.952)
C (3.167, 1.893, -0.645)
C (3.799, 1.043, -1.750)
O (2.764, 0.201, -2.330)
P (2.968, -0.253, -3.824)
O (3.340, 0.765, -4.808)
O (1.633, -1.045, -4.067)
C (0.904, -0.800, -5.297)
C (0.158, 0.534, -5.331)
C (-0.050, 1.252, -4.009)
Br (-0.951, 0.186, -2.672)
O (4.083, -1.446, -3.631)
O (5.123, -1.317, -4.616)
B (6.325, -1.826, -4.128)
O (6.386, -2.717, -3.076)
O (7.445, -1.484, -4.833)
H (1.451, 2.067, 1.344)
H (2.463, 1.640, 2.717)
H (2.734, 3.167, 1.860)
H (4.448, 1.792, 1.086)
H (2.572, -0.362, 1.653)
H (4.286, -0.520, 1.377)
H (3.144, -0.632, 0.024)
H (2.087, 1.902, -0.796)
H (3.533, 2.913, -0.774)
H (4.550, 0.375, -1.324)
H (4.258, 1.657, -2.521)
H (0.201, -1.624, -5.369)
H (1.585, -0.861, -6.144)
H (-0.809, 0.404, -5.817)
H (0.734, 1.223, -5.956)
H (0.883, 1.651, -3.617)
H (-0.706, 2.103, -4.186)
H (6.672, -2.297, -2.266)
H (7.307, -0.682, -5.345)
Cl (9.650, -1.910, -8.034)
C (7.911, -2.276, -8.171)
C (7.166, -1.206, -8.926)
Cl (7.090, 0.336, -8.030)
H (7.521, -2.401, -7.165)
H (7.823, -3.221, -8.704)
H (6.138, -1.524, -9.095)
H (7.633, -1.002, -9.886)
Cl (-4.301, -1.058, -2.753)
C (-4.891, 0.358, -1.838)
C (-5.370, 1.466, -2.739)
Cl (-4.051, 2.255, -3.648)
H (-4.088, 0.681, -1.188)
H (-5.722, 0.015, -1.225)
H (-5.841, 2.239, -2.136)
H (-6.090, 1.096, -3.465)
Cl (-4.798, 2.322, 0.855)
C (-5.846, 2.190, 2.297)
C (-6.249, 0.768, 2.573)
Cl (-7.359, 0.129, 1.327)
H (-6.712, 2.826, 2.137)
H (-5.279, 2.579, 3.140)
H (-6.780, 0.720, 3.523)
H (-5.383, 0.112, 2.614)
Cl (-1.513, -3.469, -4.207)
C (-0.487, -3.500, -2.747)
C (-0.642, -4.778, -1.972)
Cl (-2.257, -4.934, -1.215)
H (-0.735, -2.626, -2.153)
H (0.544, -3.410, -3.083)
H (0.089, -4.811, -1.165)
H (-0.482, -5.634, -2.625)
Cl (-7.670, 1.009, 5.788)
C (-8.338, 2.371, 6.726)
C (-8.803, 3.498, 5.844)
Cl (-7.446, 4.326, 5.033)
H (-7.569, 2.697, 7.422)
H (-9.179, 1.975, 7.292)
H (-9.314, 4.245, 6.450)
H (-9.483, 3.145, 5.074)
Cl (2.312, 5.155, 3.481)
C (3.485, 5.411, 4.800)
C (4.859, 5.726, 4.274)
Cl (5.598, 4.324, 3.454)
H (3.490, 4.518, 5.418)
H (3.117, 6.245, 5.396)
H (5.513, 5.996, 5.101)
H (4.833, 6.549, 3.564)
Cl (2.509, -4.533, -6.346)
C (3.491, -4.767, -4.877)
C (3.327, -6.144, -4.290)
Cl (1.691, -6.385, -3.621)
H (3.208, -3.998, -4.165)
H (4.531, -4.615, -5.157)
H (4.030, -6.273, -3.469)
H (3.502, -6.921, -5.029)
Cl (0.084, 6.304, 7.349)
C (-0.205, 8.036, 7.049)
C (0.868, 8.650, 6.188)
Cl (2.437, 8.740, 7.036)
H (-0.272, 8.534, 8.013)
H (-1.166, 8.116, 6.544)
H (0.589, 9.670, 5.928)
H (1.015, 8.083, 5.272)
Cl (1.508, -8.828, 1.165)
C (0.790, -7.585, 2.221)
C (0.257, -6.414, 1.437)
Cl (1.566, -5.466, 0.680)
H (1.550, -7.273, 2.932)
H (-0.027, -8.058, 2.763)
H (-0.281, -5.739, 2.101)
H (-0.418, -6.735, 0.648)
Cl (-7.303, -2.101, 7.584)
C (-8.893, -2.885, 7.424)
C (-9.919, -1.946, 6.842)
Cl (-10.328, -0.618, 7.962)
H (-9.190, -3.243, 8.406)
H (-8.766, -3.740, 6.762)
H (-10.841, -2.489, 6.643)
H (-9.565, -1.499, 5.917)

Entry 2:
Entry from the Open Molecules 2025 dataset: the molecule C16H17NO3 (wB97M-V/def2-TZVPD).

Structure (SMILES) ... CC(=O)c1ccc(NC(=O)CCc2ccc(C)o2)cc1
Highest occupied orbital energy ... -8.20 eV
E_tot ... -24500.9569 eV
Total charge ... 0
Kohn-Sham gap ... 8.536 eV

Element x y z (Å)
C (-6.369, -1.118, 0.589)
C (-5.500, -0.589, -0.529)
O (-5.912, -0.511, -1.665)
C (-4.124, -0.169, -0.174)
C (-3.312, 0.345, -1.187)
C (-2.023, 0.765, -0.939)
C (-1.507, 0.678, 0.353)
N (-0.219, 1.089, 0.691)
C (0.738, 1.663, -0.102)
O (0.600, 1.890, -1.280)
C (2.000, 2.028, 0.667)
C (3.232, 1.937, -0.245)
C (3.565, 0.518, -0.556)
C (3.110, -0.331, -1.517)
C (3.759, -1.572, -1.292)
C (4.563, -1.395, -0.207)
C (5.491, -2.317, 0.500)
O (4.446, -0.126, 0.249)
C (-2.310, 0.160, 1.373)
C (-3.598, -0.257, 1.116)
H (-5.918, -2.006, 1.026)
H (-7.347, -1.373, 0.189)
H (-6.483, -0.364, 1.365)
H (-3.722, 0.408, -2.183)
H (-1.411, 1.161, -1.732)
H (0.017, 0.955, 1.665)
H (1.882, 3.058, 1.015)
H (2.130, 1.382, 1.537)
H (3.015, 2.466, -1.173)
H (4.087, 2.403, 0.249)
H (2.403, -0.098, -2.286)
H (3.643, -2.470, -1.863)
H (5.207, -2.419, 1.547)
H (6.510, -1.932, 0.466)
H (5.464, -3.294, 0.028)
H (-1.914, 0.088, 2.377)
H (-4.189, -0.650, 1.928)

Entry 3:
Entry from the Open Molecules 2025 dataset: a cluster of 2 separate species, C3HF3O2 in total (wB97M-V/def2-TZVPD).

Structure (SMILES) ... O=C(F)F.O=C=CF
Highest occupied orbital energy ... -9.29 eV
E_tot ... -15372.2457 eV
Total charge ... 0
Kohn-Sham gap ... 9.323 eV

Element x y z (Å)
O (-0.919, 0.991, -0.039)
C (-2.027, 0.670, -0.031)
F (-2.681, 0.182, -1.074)
F (-2.725, 0.453, 1.085)
O (0.233, -1.753, 0.258)
C (1.065, -0.964, -0.002)
C (1.985, -0.067, -0.277)
F (3.230, -0.406, 0.093)
H (1.839, 0.895, -0.012)

Entry 4:
Entry from the Open Molecules 2025 dataset: a structure of composition C33H42CrN2P2S (wB97M-V/def2-TZVPD).

<S²> ... 0.76
Highest occupied orbital energy (spin up / spin down) ... -10.13 / -10.15 eV
2S+1 ... 2
E_tot ... -95712.5397 eV
Total charge ... +1
Kohn-Sham gap (spin up / spin down) ... 6.825 / 6.900 eV

Element x y z (Å)
Cr (0.338, -0.254, 0.098)
C (3.650, 3.410, 0.828)
C (2.853, 2.153, 1.161)
C (1.781, 2.441, 2.219)
P (2.018, 1.379, -0.305)
C (3.349, 1.223, -1.579)
C (2.779, 0.819, -2.942)
C (4.380, 0.201, -1.093)
C (0.875, 2.633, -0.940)
C (1.213, 3.695, -1.774)
C (0.232, 4.497, -2.329)
C (-1.102, 4.199, -2.083)
C (-1.455, 3.155, -1.248)
C (-0.473, 2.377, -0.616)
N (-0.774, 1.305, 0.259)
C (-2.008, 1.324, 0.951)
C (-2.546, 2.490, 1.501)
C (-3.813, 2.483, 2.056)
C (-4.573, 1.321, 2.065)
C (-4.019, 0.141, 1.599)
C (-2.722, 0.123, 1.093)
P (-1.756, -1.344, 0.644)
C (-1.866, -2.450, 2.140)
C (-3.250, -2.786, 2.690)
C (-1.041, -1.793, 3.253)
C (-2.596, -2.144, -0.821)
C (-3.675, -3.187, -0.551)
C (-3.106, -1.037, -1.748)
H (4.025, 3.850, 1.753)
H (3.023, 4.154, 0.338)
H (4.511, 3.198, 0.194)
H (3.530, 1.386, 1.550)
H (1.128, 3.252, 1.889)
H (2.246, 2.745, 3.157)
H (1.160, 1.564, 2.413)
H (3.824, 2.202, -1.669)
H (2.511, -0.237, -2.942)
H (3.531, 0.968, -3.718)
H (1.901, 1.405, -3.213)
H (3.902, -0.760, -0.889)
H (4.880, 0.535, -0.182)
H (5.141, 0.046, -1.859)
H (2.252, 3.884, -2.013)
H (0.501, 5.324, -2.971)
H (-1.881, 4.781, -2.559)
H (-2.501, 2.935, -1.088)
H (-1.972, 3.407, 1.470)
H (-4.219, 3.398, 2.467)
H (-5.581, 1.330, 2.458)
H (-4.602, -0.770, 1.625)
H (-1.366, -3.375, 1.828)
H (-3.702, -1.911, 3.154)
H (-3.139, -3.546, 3.465)
H (-3.933, -3.182, 1.942)
H (-1.471, -0.826, 3.527)
H (-0.007, -1.646, 2.956)
H (-1.052, -2.426, 4.141)
H (-1.769, -2.654, -1.326)
H (-4.564, -2.745, -0.100)
H (-3.312, -3.991, 0.090)
H (-3.980, -3.634, -1.500)
H (-3.997, -0.565, -1.337)
H (-3.359, -1.455, -2.724)
H (-2.357, -0.254, -1.898)
S (3.215, -3.555, 1.078)
C (3.210, -2.540, 2.456)
C (2.375, -1.471, 2.319)
C (1.679, -1.448, 1.077)
C (2.052, -2.532, 0.307)
C (1.542, -2.654, -1.036)
C (1.806, -3.673, -1.952)
C (1.237, -3.617, -3.207)
C (0.420, -2.536, -3.538)
C (0.199, -1.566, -2.588)
N (0.741, -1.616, -1.362)
H (3.842, -2.787, 3.295)
H (2.272, -0.724, 3.096)
H (2.453, -4.487, -1.653)
H (1.419, -4.403, -3.927)
H (-0.027, -2.446, -4.517)
H (-0.427, -0.706, -2.801)

Entry 5:
Entry from the Open Molecules 2025 dataset: a cluster of 2 separate species, C5H13NO in total (wB97M-V/def2-TZVPD).

Structure (SMILES) ... CCC(N)=O.CC
Highest occupied orbital energy ... -9.78 eV
E_tot ... -8930.5592 eV
Total charge ... 0
Kohn-Sham gap ... 10.654 eV

Element x y z (Å)
C (-1.278, 1.478, -0.487)
C (0.055, 1.823, -1.069)
C (0.614, 0.680, -1.922)
N (1.902, 0.543, -2.452)
O (-0.158, -0.284, -1.932)
H (-1.994, 1.433, -1.330)
H (-1.859, 2.373, 0.309)
H (-1.399, 0.569, 0.155)
H (-0.031, 2.873, -1.554)
H (0.824, 1.866, -0.277)
H (1.950, -0.237, -3.010)
H (2.545, 1.175, -2.682)
C (-0.836, -1.611, 2.076)
C (0.657, -2.069, 1.965)
H (-1.498, -1.202, 1.324)
H (-1.547, -2.526, 1.871)
H (-1.174, -1.003, 3.097)
H (1.191, -1.977, 3.010)
H (1.099, -1.139, 1.614)
H (0.939, -2.763, 1.295)

Entry 6:
Entry from the Open Molecules 2025 dataset: the molecule C4H8O2 (wB97M-V/def2-TZVPD).

Structure (SMILES) ... CCC(=O)CO
Highest occupied orbital energy ... -10.30 eV
E_tot ... -8372.4390 eV
Total charge ... 0
Kohn-Sham gap ... 11.065 eV

Element x y z (Å)
C (1.887, 0.816, -0.087)
C (0.844, -0.237, -0.428)
C (-0.431, -0.029, 0.348)
O (-0.467, 0.483, 1.453)
C (-1.714, -0.609, -0.217)
O (-2.745, -0.315, 0.675)
H (2.808, 0.628, -0.644)
H (2.099, 0.807, 0.986)
H (1.517, 1.814, -0.353)
H (1.221, -1.244, -0.175)
H (0.624, -0.254, -1.503)
H (-1.498, -1.678, -0.311)
H (-1.909, -0.213, -1.229)
H (-2.280, 0.072, 1.426)

Max |F| for every record listed, in sequence, given in eV/Å: 0.745; 0.926; 3.436; 0.760; 7.297; 0.935.